ORCA calculation (the ωB97M-V functional and the def2-TZVPD basis) on 2 unconnected molecules or ions with the total composition C3H10NOS.

Last column: natural (NBO) charge in e.
CARTESIAN COORDINATES (ANGSTROEM)
C: 0.7408 1.2911 -0.2982  -0.642
C: 1.3513 0.5671 -1.4323  -0.511
S: 2.7594 1.3987 -2.1333  -0.091
H: 0.3251 2.2624 -0.6585  0.159
H: 1.5354 1.4602 0.5292  0.182
H: -0.0812 0.6789 0.0324  0.313
H: 1.6642 -0.4754 -1.1812  0.243
H: 0.6223 0.4296 -2.2103  0.203
H: 1.9725 2.4875 -2.2459  0.102
N: -1.7942 -1.6410 2.3320  -0.912
C: -1.6956 -1.3559 0.7932  0.118
O: -0.4639 -1.0723 0.2350  -0.974
H: -1.2168 -2.5289 2.4913  0.316
H: -1.1908 -0.9368 2.7337  0.333
H: -2.2044 -2.1270 0.2530  0.095
H: -2.3241 -0.4382 0.7598  0.066

Summary:
- multiplicity = 1
- LUMO (hartree) = 0.117
- relative energy (zero: lowest compared OMol25 entry of this formula, charge and spin) (eV) = 2.120
- total energy (eV) = -17645.3225
- net charge = -1